[1]
The following is a quantum chemistry calculation of an isolated molecule of C7H14, from the OMol25 dataset.

XYZ file:
```
21
Properties=species:S:1:pos:R:3:forces:R:3:mulliken_charge:R:1
C 0.68367 -0.53035 0.28903 0.024 -0.081 0.064 0.680
C -1.16079 -1.19557 1.88155 -0.018 0.009 -0.111 -0.896
C 0.94208 0.69558 1.17548 -0.049 0.037 0.046 -1.701
C 0.23790 -0.16507 -1.16721 -0.048 -0.075 -0.090 0.484
C -0.33498 -1.55441 0.70646 0.089 0.256 0.225 -0.602
C 1.03969 0.98030 -1.79200 0.014 0.022 0.040 -1.594
C -1.26992 0.10911 -1.15668 -0.063 0.045 0.008 -1.401
H -0.56482 -1.68442 2.67704 -0.011 0.010 -0.038 0.362
H 1.62529 -1.09306 0.19148 -0.088 0.080 -0.041 0.395
H 0.40306 -1.06354 -1.77268 -0.044 0.076 0.127 0.269
H 0.72696 1.13292 -2.83262 0.016 -0.064 0.180 0.442
H 0.09941 1.39717 1.18190 0.120 -0.103 -0.007 0.333
H -1.27536 -0.13969 2.17280 0.089 -0.153 -0.111 0.316
H -1.51656 0.98758 -0.54740 0.031 -0.088 -0.112 0.274
H -2.13053 -1.70570 1.89485 0.212 0.024 -0.011 0.312
H -1.68355 0.25584 -2.15919 0.147 0.066 0.081 0.427
H 2.11609 0.76801 -1.79946 -0.179 -0.001 0.038 0.351
H 1.82605 1.24332 0.83205 -0.137 -0.087 0.040 0.408
H 1.12730 0.39087 2.21195 -0.022 0.063 -0.140 0.406
H -1.78062 -0.75991 -0.72116 -0.067 0.141 -0.144 0.410
H 0.88966 1.93100 -1.26618 -0.015 -0.177 -0.045 0.324
```
Forces are in eV/Å.

- E_tot: -7482.631 eV
- ΔE to the lowest compared entry with this formula, charge and spin: 3.664 eV
- Lowest unoccupied orbital energy: 0.571 eV
- Kohn-Sham gap: 8.54 eV

=====

[2]
The following is a quantum chemistry calculation of a structure of composition C17H25BN3O3PtS, from the OMol25 dataset.

XYZ file:
```
51
Properties=species:S:1:pos:R:3:forces:R:3:lowdin_spin:R:1
Pt 0.35603 -0.33159 0.30707 0.184 -0.091 -0.145 1.299
S -6.97776 2.15970 6.02006 0.016 -0.036 0.000 0.084
O 2.43225 -0.07297 0.88080 -0.018 0.008 0.069 0.144
O 1.56048 -3.03057 -0.23800 0.005 -0.009 0.011 0.138
O -0.57444 -2.88878 -1.10796 0.020 0.012 -0.020 0.143
N -5.49233 1.11802 4.12726 -0.158 0.021 0.118 0.014
N 2.84411 2.16036 0.85442 -0.004 -0.017 0.016 -0.001
N 0.41764 1.24105 -1.14741 0.014 -0.031 0.001 0.136
C -5.47871 2.01742 5.07644 -0.029 0.037 -0.002 0.295
C 1.03145 2.39530 -0.83817 -0.003 0.033 0.001 0.015
C 3.22159 0.89049 1.00837 -0.004 0.004 -0.036 0.013
C 0.12682 1.97481 -3.39082 -0.004 -0.005 0.001 0.004
C 1.47913 2.58795 0.59323 0.005 -0.005 -0.004 0.005
C 1.47961 -4.35902 -0.45610 -0.002 0.011 -0.022 0.260
C -1.19424 -5.13507 -1.69191 -0.003 0.009 -0.004 0.041
C 2.58167 -4.95207 -1.24415 0.002 0.005 0.012 0.038
C 0.45583 -3.76553 -3.10184 0.002 0.004 -0.013 0.048
C 0.82318 -5.15715 0.61224 -0.004 -0.011 0.012 0.046
C 0.77108 3.16394 -3.08858 0.001 0.005 0.000 -0.003
C -0.03061 1.03471 -2.39278 0.004 0.010 -0.010 0.017
C -6.67554 0.50169 4.10460 0.025 -0.022 0.004 0.302
C 4.65270 0.61294 1.33397 0.003 0.006 -0.005 0.007
C -7.62194 0.95248 5.09592 -0.017 0.043 -0.009 0.276
C -0.25304 -4.00065 -1.81547 0.004 -0.011 0.020 0.288
C 1.22122 3.37635 -1.79373 -0.006 -0.002 0.005 0.006
B 0.41961 -2.25092 -0.37843 -0.042 0.061 0.002 0.247
H 3.54152 2.87158 1.00980 0.003 0.002 -0.023 0.000
H 5.13353 0.19775 0.44715 -0.001 -0.005 0.002 0.000
H 0.79812 2.06690 1.27773 -0.003 -0.005 -0.006 0.001
H -1.61678 -5.21713 -0.69444 0.001 -0.005 0.000 0.002
H -0.25230 1.77483 -4.38255 0.000 -0.001 0.000 0.001
H 1.23342 -3.00746 -3.01826 0.003 -0.003 0.002 0.004
H -4.63162 2.65448 5.29737 0.003 -0.004 0.006 0.011
H -0.07236 -4.67712 1.00353 -0.001 -0.003 0.001 0.004
H 1.70811 4.30349 -1.52234 -0.001 0.001 -0.002 0.001
H -0.29514 -3.39775 -3.81176 -0.003 -0.002 0.004 0.019
H 2.94527 -4.28461 -2.02029 0.001 -0.003 -0.002 0.002
H 0.86394 -4.68673 -3.51137 0.003 0.001 0.003 0.002
H 2.29741 -5.91842 -1.65905 -0.002 0.000 -0.002 0.004
H 1.54629 -5.22493 1.43439 0.002 0.001 -0.001 0.019
H 4.69652 -0.13859 2.11933 0.000 0.002 0.003 0.000
H -0.52864 0.09183 -2.57381 0.002 -0.002 0.000 0.006
H -2.01922 -4.95344 -2.39214 -0.002 -0.002 0.003 0.019
H -8.62699 0.57535 5.23349 0.000 0.000 0.004 0.007
H -0.72710 -6.07135 -1.99550 0.001 -0.001 0.000 0.004
H 3.40981 -5.13960 -0.54905 0.002 -0.001 -0.004 0.018
H 1.41515 3.64411 0.84616 0.001 -0.002 0.012 0.000
H 5.19288 1.50384 1.64548 0.001 0.001 -0.004 0.002
H 0.91168 3.92206 -3.84732 0.001 0.001 0.001 0.000
H 0.60650 -6.17050 0.28273 -0.005 0.000 0.003 0.001
H -6.89050 -0.27901 3.38738 0.003 0.002 -0.004 0.009
```
Forces are in eV/Å.

- Multiplicity: 5
- E_tot: -43378.311 eV
- ΔE to the lowest compared entry with this formula, charge and spin: 0.383 eV
- Lowest unoccupied orbital energy (spin up / spin down): -8.283 / -11.591 eV
- Charge: +3
- Kohn-Sham gap (spin up / spin down): 7.96 / 5.94 eV

=====

[3]
The following is a quantum chemistry calculation of an isolated molecule of C5H9NO in a non-equilibrium geometry, from the OMol25 dataset.

XYZ file:
```
16
Properties=species:S:1:pos:R:3:forces:R:3:mulliken_charge:R:1
O 1.34850 -2.07532 -0.03714 0.257 0.505 0.076 -0.472
N -0.86726 1.41063 -0.75500 0.980 0.020 0.575 -0.707
C 1.90542 -1.01657 0.13813 -0.111 -0.279 -0.041 0.050
C 1.34063 0.32771 -0.24356 0.137 0.002 -0.024 -0.994
C -1.34849 -0.19858 1.24403 0.308 -0.110 0.631 -1.216
C -1.19248 0.00742 -0.20435 -3.163 1.700 -2.853 0.057
C 0.01745 0.25623 -0.95786 0.752 0.070 -0.377 0.288
H 1.25969 0.93410 0.66937 0.012 -0.095 -0.148 0.362
H 2.08734 0.84356 -0.86361 -0.059 -0.064 0.098 0.351
H -1.16101 -1.25300 1.46364 -0.012 0.072 0.135 0.278
H -2.08616 -0.18666 -0.87135 1.101 -1.203 1.163 0.338
H 0.08025 -0.14931 -1.96653 -0.006 -0.047 0.170 0.402
H -2.34317 0.06378 1.61367 0.120 0.021 -0.193 0.352
H -1.34023 1.63306 -1.63888 -0.117 -0.438 0.672 0.267
H -0.61646 0.41127 1.77528 -0.061 -0.083 0.166 0.286
H 2.91007 -0.97715 0.61640 -0.138 -0.069 -0.049 0.358
```
Forces are in eV/Å.

- E_tot: -8866.809 eV
- ΔE to the lowest compared entry with this formula, charge and spin: 2.403 eV
- Lowest unoccupied orbital energy: 1.027 eV
- Structure (SMILES): C[C@H]1N[C@H]1CC=O
- Kohn-Sham gap: 10.42 eV